No. 1
{
  "formula": "C20H40Br20",
  "method": "ωB97M-V with the def2-TZVPD basis set",
  "total_charge": 0,
  "homo_lumo_gap_ev": 10.2,
  "largest_force_ev_per_a": 2.97,
  "e_tot_ev": -1422238.9647,
  "spin_multiplicity": 1,
  "smiles": "BrCCBr.BrCCBr.BrCCBr.BrCCBr.BrCCBr.BrCCBr.BrCCBr.BrCCBr.BrCCBr.BrCCBr",
  "homo_energy_ev": -10.1,
  "species": ["Br", "C", "C", "Br", "H", "H", "H", "H", "Br", "C", "C", "Br", "H", "H", "H", "H", "Br", "C", "C", "Br", "H", "H", "H", "H", "Br", "C", "C", "Br", "H", "H", "H", "H", "Br", "C", "C", "Br", "H", "H", "H", "H", "Br", "C", "C", "Br", "H", "H", "H", "H", "Br", "C", "C", "Br", "H", "H", "H", "H", "Br", "C", "C", "Br", "H", "H", "H", "H", "Br", "C", "C", "Br", "H", "H", "H", "H", "Br", "C", "C", "Br", "H", "H", "H", "H"],
  "coordinates": [[0.96333, 2.85534, 2.15273], [2.48650, 2.87155, 3.40768], [3.66976, 3.49355, 2.77437], [5.17859, 3.04536, 3.86581], [2.69636, 1.84132, 3.70829], [2.36489, 3.57307, 4.24402], [3.78423, 4.57884, 2.69225], [3.93107, 3.11189, 1.78658], [-3.53678, -2.53618, 0.37227], [-3.13882, -4.39867, 0.09469], [-3.73811, -4.69923, -1.29186], [-3.37459, -6.54230, -1.64104], [-3.72010, -4.88866, 0.91316], [-2.09397, -4.45957, 0.23851], [-3.21085, -4.10749, -2.02935], [-4.72459, -4.37814, -1.40892], [2.58231, -5.52868, 3.82232], [1.96473, -3.66034, 3.65204], [2.98364, -2.71523, 4.37933], [2.24964, -0.88435, 4.18087], [1.05961, -3.54436, 4.23543], [1.71785, -3.38586, 2.62969], [4.01579, -2.71864, 3.91384], [2.95472, -2.96309, 5.44682], [4.80547, 0.64161, -2.31028], [3.37503, -0.20075, -3.24226], [3.20101, 0.55166, -4.51190], [1.79858, -0.34570, -5.53586], [2.46713, -0.11383, -2.65170], [3.82881, -1.21961, -3.25554], [4.10163, 0.48127, -5.13948], [2.91129, 1.63744, -4.34368], [1.88813, 3.07126, -2.17529], [0.56990, 4.34854, -1.41263], [-0.18911, 5.13492, -2.40462], [-1.24696, 6.41019, -1.45588], [1.23506, 4.97689, -0.78931], [-0.12560, 3.85718, -0.76174], [-1.00856, 4.66032, -2.89953], [0.39685, 5.78377, -3.04528], [5.37741, -3.83249, -3.62260], [4.02411, -4.83359, -2.79267], [2.78605, -5.05376, -3.59893], [1.38891, -5.81346, -2.44913], [3.93609, -4.38367, -1.77837], [4.56098, -5.71295, -2.59477], [2.95417, -5.73858, -4.38732], [2.36189, -4.09795, -4.05750], [-5.00866, -0.77597, -3.59376], [-3.13111, -0.24590, -3.46850], [-3.10723, 1.22951, -3.81101], [-1.18949, 1.74366, -3.64879], [-2.51424, -0.81197, -4.16660], [-2.80350, -0.30895, -2.44604], [-3.45984, 1.99158, -3.16545], [-3.41503, 1.48788, -4.80458], [-1.03212, 3.27359, 5.57788], [-1.00087, 1.32160, 5.36393], [-1.80137, 0.98273, 4.19352], [-1.75439, -0.95929, 4.08786], [-1.41111, 0.97137, 6.28839], [0.03746, 1.11763, 5.25949], [-1.31488, 1.43832, 3.32746], [-2.84464, 1.30362, 4.31258], [-1.54247, 1.09868, 0.18112], [-0.51488, -0.47820, 0.67666], [0.36543, -0.74178, -0.53067], [1.28121, -2.59414, -0.23663], [-1.14062, -1.27410, 0.92483], [0.07011, -0.18436, 1.54316], [1.15623, -0.02956, -0.75625], [-0.21818, -1.01230, -1.39433], [-5.07143, 3.12263, 3.31316], [-4.08206, 3.60308, 1.75489], [-4.89625, 3.17420, 0.56308], [-3.92568, 3.72199, -1.01443], [-3.15260, 3.16823, 1.82589], [-3.97989, 4.68832, 1.83225], [-5.92334, 3.65800, 0.56127], [-5.13806, 2.15109, 0.52632]],
  "atomic_forces_ev_per_a": [[0.4, 0.0, 0.5], [-0.2, 1.0, 0.3], [1.7, 0.1, -1.9], [0.8, -0.3, 0.6], [-0.3, 0.4, -0.1], [-1.2, -0.8, 0.2], [-1.0, -0.2, 0.2], [-0.3, -0.2, 0.1], [-0.1, 1.1, 0.3], [-2.8, 0.1, 0.2], [2.9, 0.3, 0.8], [-0.3, -0.5, -0.3], [0.8, 0.0, -0.8], [1.0, -0.6, -0.3], [0.4, -0.1, -0.2], [-1.8, -0.2, 0.3], [-0.3, 0.8, -0.2], [0.7, 0.8, 1.2], [0.0, -0.6, -1.4], [0.3, -0.4, 0.1], [-0.3, -0.5, 0.0], [0.5, -0.2, -0.1], [-1.3, 0.0, 0.8], [0.4, 0.3, -0.4], [0.8, 0.9, 0.9], [0.4, -0.7, 0.6], [0.1, 0.6, -0.9], [-0.1, 0.1, 0.0], [0.1, -0.3, 0.2], [-1.3, 0.5, -0.7], [-0.4, 0.2, 0.3], [0.3, -1.5, -0.3], [-0.7, 0.3, 0.2], [1.4, 0.2, 0.7], [0.0, 1.0, -0.6], [-0.6, 1.1, 1.0], [-0.6, -0.2, -0.4], [-0.1, -0.8, 0.3], [0.4, -1.0, -0.7], [0.2, -0.5, -0.3], [0.8, 1.2, -1.1], [-0.2, 0.5, 1.9], [-1.1, 2.1, 0.1], [0.2, 0.1, -0.3], [-0.7, -0.1, -0.9], [0.1, -1.7, 0.2], [0.1, -0.7, -0.7], [0.6, -1.2, 0.8], [0.2, -0.3, 0.1], [-0.7, 1.4, -0.1], [1.8, 0.0, -0.6], [0.1, -0.1, -0.4], [-0.3, -0.1, 0.2], [0.0, -0.6, 0.4], [-1.2, -0.2, 1.0], [0.0, -0.2, -0.6], [0.0, 0.2, 0.0], [0.1, 1.4, 1.1], [-0.5, 0.0, -0.7], [-0.2, -0.1, -0.3], [0.0, -0.4, 0.4], [0.7, -0.5, 0.0], [-0.4, -0.4, -0.2], [0.4, -0.2, -0.3], [-0.4, 0.0, 0.1], [2.0, 1.6, -0.6], [0.2, -1.9, 0.5], [-0.4, 1.3, -0.1], [-1.2, -1.1, 0.2], [0.1, 0.0, 0.0], [-0.2, 0.0, 0.3], [-0.1, 0.3, -0.3], [-0.4, -0.4, 0.9], [-2.0, 1.4, -0.2], [-1.4, 1.9, 0.2], [0.0, 0.0, -0.3], [2.0, -1.1, 0.0], [0.0, -0.2, -0.3], [1.4, -0.1, -0.1], [0.4, -1.5, -0.1]]
}



No. 2
{
  "formula": "C20H40Br20",
  "method": "ωB97M-V with the def2-TZVPD basis set",
  "total_charge": 0,
  "homo_lumo_gap_ev": 9.9,
  "largest_force_ev_per_a": 1.28,
  "e_tot_ev": -1422240.2856,
  "spin_multiplicity": 1,
  "smiles": "BrCCBr.BrCCBr.BrCCBr.BrCCBr.BrCCBr.BrCCBr.BrCCBr.BrCCBr.BrCCBr.BrCCBr",
  "homo_energy_ev": -9.8,
  "species": ["Br", "C", "C", "Br", "H", "H", "H", "H", "Br", "C", "C", "Br", "H", "H", "H", "H", "Br", "C", "C", "Br", "H", "H", "H", "H", "Br", "C", "C", "Br", "H", "H", "H", "H", "Br", "C", "C", "Br", "H", "H", "H", "H", "Br", "C", "C", "Br", "H", "H", "H", "H", "Br", "C", "C", "Br", "H", "H", "H", "H", "Br", "C", "C", "Br", "H", "H", "H", "H", "Br", "C", "C", "Br", "H", "H", "H", "H", "Br", "C", "C", "Br", "H", "H", "H", "H"],
  "coordinates": [[19.92133, 8.49074, -7.59886], [19.28344, 7.76235, -9.27105], [20.03817, 6.48466, -9.58534], [19.55331, 5.83792, -11.33597], [19.42354, 8.51801, -10.03933], [18.21264, 7.59167, -9.20759], [19.85504, 5.70872, -8.84334], [21.11681, 6.60985, -9.59255], [16.95768, 4.48429, -4.70467], [18.41156, 3.62076, -5.64728], [18.58143, 2.22421, -5.19299], [19.36708, 2.07191, -3.42271], [19.29836, 4.24436, -5.63492], [18.06928, 3.56173, -6.68461], [19.25415, 1.64859, -5.82829], [17.64001, 1.68650, -5.17268], [22.39091, 0.32030, -3.47135], [23.00783, 1.33790, -1.95973], [22.07178, 2.48987, -1.72544], [22.75379, 3.62203, -0.30858], [24.01559, 1.68601, -2.15875], [23.02945, 0.71785, -1.06838], [21.07904, 2.13899, -1.45305], [21.94935, 3.14496, -2.58330], [16.39101, 0.73379, 0.35416], [17.02537, 2.40894, -0.39417], [18.43774, 2.58199, -0.01470], [19.03404, 4.35442, -0.58480], [16.39927, 3.19418, 0.01010], [16.91011, 2.30587, -1.46496], [19.06903, 1.86848, -0.52974], [18.60401, 2.57455, 1.05358], [21.44202, 5.14500, -3.56477], [20.58440, 6.85048, -3.95085], [19.29197, 6.87513, -3.21173], [18.22512, 8.42660, -3.65929], [20.39861, 6.77725, -5.01929], [21.27663, 7.66706, -3.78645], [19.43926, 6.90624, -2.13423], [18.67558, 6.01532, -3.44490], [23.23621, 12.53687, -2.84215], [21.85162, 12.02402, -1.62587], [21.48385, 10.59485, -1.81142], [20.07523, 10.17097, -0.52669], [20.99448, 12.66969, -1.80094], [22.15634, 12.21960, -0.60161], [22.29306, 9.90721, -1.59737], [21.04026, 10.38386, -2.77838], [15.82042, 14.45931, -1.85387], [16.12106, 12.78723, -2.79163], [16.95681, 11.83134, -2.00398], [16.21070, 11.39420, -0.27351], [16.61205, 13.03494, -3.72586], [15.12992, 12.37952, -2.96072], [17.91857, 12.28103, -1.76659], [17.13201, 10.89180, -2.51395], [15.47028, 7.39981, -7.26217], [15.26469, 8.72157, -5.87627], [14.66864, 8.09214, -4.65471], [14.70664, 9.29656, -3.14288], [14.64885, 9.53200, -6.25998], [16.23314, 9.15980, -5.65368], [15.23887, 7.20921, -4.36304], [13.65561, 7.71955, -4.77987], [22.60658, 5.49714, -7.05572], [22.24588, 3.69016, -6.54861], [22.43576, 2.73262, -7.66860], [21.89487, 0.99237, -7.09012], [21.23458, 3.59795, -6.15391], [22.87308, 3.40592, -5.70528], [23.46327, 2.70178, -8.01904], [21.82025, 2.95792, -8.53590], [22.66006, 7.14601, -0.55128], [21.33232, 6.97827, 0.83161], [21.58680, 5.73705, 1.66262], [20.58235, 5.88268, 3.29782], [20.33124, 7.10806, 0.43462], [21.46452, 7.82443, 1.50760], [22.63113, 5.68954, 1.94812], [21.29637, 4.80966, 1.18455]],
  "atomic_forces_ev_per_a": [[-0.1, 0.0, 0.2], [0.0, -0.2, -0.6], [0.3, 0.1, 0.5], [-0.2, -0.1, -0.1], [0.3, 0.0, 0.1], [0.0, -0.1, 0.3], [-0.3, 0.0, -0.2], [0.0, 0.3, -0.1], [0.0, 0.1, 0.1], [-0.5, 0.2, -1.0], [0.4, -1.0, 0.3], [-0.6, 0.0, -0.3], [0.0, 0.0, 0.4], [0.0, 0.2, 0.1], [0.1, 0.3, -0.1], [-0.1, 0.1, 0.1], [0.3, -0.4, -0.1], [0.2, 0.4, 0.5], [-0.1, 0.1, -0.1], [0.3, -0.7, -0.3], [0.0, 0.0, -0.2], [0.0, -0.3, -0.2], [0.2, 0.1, 0.3], [0.2, -0.4, 0.2], [-0.1, -0.2, 0.1], [-0.8, -0.2, -0.1], [0.8, 0.4, 0.1], [-0.1, 0.1, 0.0], [-0.1, 0.0, -0.1], [-0.1, 0.2, -0.1], [0.1, -0.1, 0.1], [0.0, -0.2, 0.1], [0.1, 0.6, 0.1], [0.0, -0.4, -1.1], [-0.1, 0.0, 0.8], [0.1, 0.1, -0.1], [0.0, 0.2, -0.1], [0.0, 0.0, 0.4], [0.0, 0.1, 0.0], [0.0, 0.0, -0.1], [0.4, 0.1, -0.2], [-0.6, 0.5, 0.5], [-0.3, -0.6, 0.1], [-0.1, -0.1, 0.1], [0.0, 0.0, -0.2], [0.4, 0.0, -0.1], [0.1, 0.0, 0.0], [0.1, 0.0, -0.1], [0.1, 0.1, -0.1], [-0.5, -0.1, 0.1], [0.8, 0.3, 0.5], [-0.2, -0.2, 0.0], [0.0, 0.0, -0.1], [0.0, 0.0, -0.2], [0.1, -0.1, -0.1], [-0.2, -0.1, -0.2], [0.1, -0.1, -0.2], [-0.1, 0.8, 0.2], [0.1, -1.1, 0.2], [-0.2, 0.1, 0.0], [-0.1, -0.2, -0.1], [0.2, -0.3, -0.1], [0.2, 0.2, 0.1], [-0.2, 0.4, -0.2], [0.1, 0.3, -0.1], [-0.3, -0.7, 1.0], [0.2, 0.3, -1.1], [0.0, -0.6, 0.1], [0.0, 0.4, -0.2], [0.3, 0.3, -0.1], [0.1, -0.2, 0.2], [-0.1, 0.1, 0.1], [0.0, 0.3, -0.3], [0.0, 0.5, 1.2], [-0.2, 0.1, -0.3], [-0.3, 0.0, 0.3], [0.0, -0.5, -0.3], [0.2, 0.1, -0.3], [0.1, 0.0, 0.0], [-0.2, 0.3, 0.2]]
}



No. 3
{
  "formula": "C20H40CdP2Si",
  "method": "ωB97M-V with the def2-TZVPD basis set",
  "total_charge": 0,
  "homo_lumo_gap_ev": [3.9, 5.1],
  "largest_force_ev_per_a": 4.01,
  "e_tot_ev": -52400.0937,
  "spin_multiplicity": 1,
  "homo_energy_ev": [-4.3, -4.9],
  "species": ["P", "P", "C", "C", "H", "H", "H", "H", "C", "H", "H", "H", "C", "H", "H", "H", "C", "H", "H", "H", "C", "H", "H", "H", "Cd", "C", "C", "C", "C", "C", "C", "C", "C", "C", "H", "H", "H", "H", "H", "H", "H", "H", "H", "H", "H", "H", "H", "H", "H", "C", "Si", "C", "C", "C", "C", "H", "H", "H", "H", "H", "H", "H", "H", "H"],
  "coordinates": [[1.11274, -1.89977, -1.91088], [0.24277, 2.19361, -1.35567], [0.78731, -0.28043, -2.80563], [1.43543, 0.97311, -2.15705], [-0.28903, -0.11995, -3.07870], [1.31327, -0.41961, -3.74975], [2.17080, 0.69235, -1.36306], [1.97541, 1.58448, -2.92274], [-1.37002, 2.60666, -2.03360], [-1.96603, 3.02311, -1.20679], [-1.94411, 1.71407, -2.35926], [-1.25400, 3.32980, -2.85337], [1.05088, 3.61520, -0.70486], [0.66706, 4.48302, -1.25603], [2.13713, 3.53200, -0.84785], [0.83944, 3.71326, 0.36673], [-0.02717, -3.02747, -2.81860], [-0.42013, -3.84936, -2.19252], [0.48632, -3.45847, -3.68766], [-0.94501, -2.50776, -3.16376], [2.70745, -2.21759, -2.76613], [3.12915, -1.25070, -3.05314], [2.52633, -2.84958, -3.63662], [3.46506, -2.70963, -2.12931], [-2.02291, -0.71205, -1.75054], [0.05504, 1.36745, -5.19984], [-1.26293, 1.39156, -4.95462], [-2.35141, 0.83166, -5.79093], [-2.02579, -0.46742, -6.51579], [-1.30752, -1.46287, -5.66442], [0.02451, -1.63957, -5.62389], [1.10533, -0.75563, -6.14587], [0.76782, 0.72187, -6.35547], [-1.08034, -1.69132, 0.06525], [0.67191, 2.13739, -4.73558], [-1.65217, 2.10261, -4.22834], [-2.64698, 1.57285, -6.54125], [-3.23489, 0.65564, -5.17153], [-2.96538, -0.92208, -6.86773], [-1.42759, -0.22409, -7.40442], [-1.96504, -2.22052, -5.24382], [0.37796, -2.67145, -5.49446], [1.49040, -1.15071, -7.09694], [1.98672, -0.82723, -5.49696], [1.73464, 1.24865, -6.43908], [0.26159, 0.84731, -7.32760], [-1.07824, -0.95999, 0.92781], [0.02512, -1.87511, -0.00795], [-1.47524, -2.61821, 0.46800], [1.03986, 0.67912, 3.62984], [-0.50921, 1.50918, 2.95165], [-2.16322, 0.83088, 3.51779], [-0.45896, 3.36730, 3.26708], [-0.45762, 1.09260, 1.16587], [-0.32552, 1.11586, -0.07377], [1.15032, 0.75351, 4.71646], [1.93900, 1.09236, 3.14652], [0.98271, -0.38083, 3.35499], [-2.28691, 0.78541, 4.60416], [-2.98260, 1.42014, 3.08483], [-2.22934, -0.18482, 3.11356], [0.42361, 3.89796, 2.87456], [-1.34435, 3.90079, 2.88450], [-0.44954, 3.49716, 4.35758]],
  "atomic_forces_ev_per_a": [[0.6, 0.4, 0.3], [-0.9, -3.9, 0.6], [0.1, 0.2, -0.2], [0.1, 1.1, -0.6], [1.0, -0.1, 0.3], [-0.3, 0.2, 0.0], [-0.7, 0.4, -0.3], [-0.2, -0.6, 0.5], [0.0, 1.0, -0.6], [0.4, 0.2, 0.0], [0.6, 0.2, 0.2], [-0.3, 0.0, 0.3], [0.6, 0.9, 0.0], [0.3, 0.0, 0.3], [-0.3, 0.1, 0.0], [-0.1, 0.0, -0.2], [-0.7, -0.5, -0.1], [0.5, 0.4, 0.0], [-0.3, 0.1, 0.3], [0.6, -0.1, 0.0], [0.6, -0.4, 0.0], [0.1, -0.2, -0.2], [0.3, 0.2, -0.3], [-0.5, 0.1, -0.2], [-0.7, -0.2, 0.9], [-0.9, 1.2, -0.7], [0.5, 1.1, -0.5], [-0.7, -0.6, -0.1], [0.0, 0.6, -0.2], [0.7, -0.7, -0.6], [-0.7, -1.0, -1.1], [0.3, 0.1, -0.6], [0.6, 0.0, -0.2], [1.1, 0.1, 1.6], [-0.1, -0.3, 0.6], [0.4, -0.4, -0.3], [0.0, 0.2, 0.1], [0.1, 0.1, 0.1], [0.3, 0.1, 0.1], [-0.2, -0.3, 0.2], [0.3, -0.1, 0.0], [-0.1, 0.6, 0.9], [-0.2, -0.1, 0.0], [-0.2, -0.1, 0.1], [-0.3, -0.2, -0.2], [0.0, 0.1, 0.5], [-0.6, -0.9, -0.9], [-1.3, 0.2, 0.2], [-0.4, -0.5, -0.1], [-0.2, 0.0, 0.0], [0.0, -0.2, 0.2], [0.2, -0.1, 0.1], [0.0, 0.3, -0.2], [0.5, 0.9, -2.1], [0.1, 1.2, 1.8], [0.0, 0.0, -0.1], [-0.3, -0.1, 0.2], [0.1, 0.1, 0.1], [0.0, 0.1, -0.1], [0.2, -0.1, 0.1], [-0.1, 0.1, 0.1], [-0.2, -0.3, 0.1], [0.2, -0.3, 0.1], [0.0, 0.0, -0.1]]
}